ORCA calculation (ωB97M-V/def2-TZVPD) on a cluster of 2 separate species, C5H10NO in total in a non-equilibrium geometry.

```
17
Properties=species:S:1:pos:R:3
C -1.022 -1.246 2.393
C -1.619 -1.141 1.031
C 1.903 0.356 -1.501
C 0.572 0.876 -1.590
C -0.647 1.079 -1.922
N 1.468 1.094 -0.327
O -1.071 -0.630 0.044
H -1.589 -1.675 3.143
H -0.095 -1.819 2.175
H -2.538 -1.634 0.798
H 2.234 -0.657 -1.168
H 2.637 0.846 -2.081
H -0.987 0.698 -2.821
H -0.803 -0.259 2.766
H -1.436 1.483 -1.299
H 1.084 0.585 0.384
H 1.909 2.044 -0.023
```

Output
* energy: -326.13942 Eh
* max |F|: 5.0 eV Å⁻¹
* total charge: +1
* HOMO energy: -13.9 eV

---

ORCA calculation (ωB97M-V/def2-TZVPD) on a structure of composition C17H20Cl3NO4SSn in a non-equilibrium geometry.

```
47
Properties=species:S:1:pos:R:3
C 0.283 -1.435 -3.128
C 1.588 -0.848 -3.150
C 1.416 0.566 -3.202
C 2.872 -1.513 -2.922
C 0.030 0.851 -3.252
C -0.671 -0.382 -3.223
C -2.122 -0.538 -3.363
C -0.017 -2.871 -3.044
C 2.499 1.552 -3.209
C -0.556 2.194 -3.357
Sn 0.584 -0.642 0.457
Cl 3.042 -0.718 0.016
Cl 1.015 -3.003 0.681
Cl 0.921 1.722 0.041
H 2.776 -2.599 -3.071
H 3.195 -1.205 -1.774
H 3.602 -1.169 -3.678
H 3.260 1.332 -2.449
H 2.130 2.562 -3.008
H 2.961 1.546 -4.207
H -0.103 2.862 -2.617
H -1.635 2.167 -3.196
H -0.392 2.641 -4.345
H -2.646 0.342 -2.969
H -2.441 -1.430 -2.815
H -2.414 -0.657 -4.420
H 0.728 -3.391 -2.424
H 0.033 -3.277 -4.069
H -1.016 -3.057 -2.616
O -1.215 -1.009 -0.340
H -1.952 -0.985 0.298
O 1.677 -0.603 3.437
C 0.509 -0.230 3.531
N -0.351 -0.133 2.430
S -1.849 0.525 2.735
O -1.966 1.836 2.142
O -2.901 -0.417 2.496
C -1.521 0.703 4.474
C -2.330 1.279 5.449
C -1.846 1.391 6.758
C -0.538 0.949 7.045
C 0.283 0.386 6.053
C -0.241 0.245 4.757
H -3.314 1.632 5.173
H -2.479 1.809 7.552
H -0.181 1.019 8.071
H 1.292 -0.001 6.253
```

Output
* energy: -3008.66910 Eh
* max |F|: 4.2 eV Å⁻¹
* total charge: -2
* HOMO energy: 0.7 eV